[1]
{
  "formula": "C21H40BrN2O8P3",
  "method": "ωB97M-V with the def2-TZVPD basis set",
  "max_force_ev_per_a": 9.863,
  "charge": 0,
  "homo_lumo_gap_ev": 7.37,
  "smiles": "C#CCCC[C@](CN)(O[C@@](CCC)(P(O)O)P(=O)(O)O)[C@@](CNC)(CC(=O)Br)O[C@H](C=C)P(C)C",
  "homo_energy_ev": -7.36,
  "species": ["C", "C", "C", "C", "C", "C", "C", "N", "O", "C", "C", "C", "C", "P", "O", "O", "P", "O", "O", "O", "C", "C", "N", "C", "C", "C", "O", "Br", "O", "C", "C", "C", "P", "C", "C", "H", "H", "H", "H", "H", "H", "H", "H", "H", "H", "H", "H", "H", "H", "H", "H", "H", "H", "H", "H", "H", "H", "H", "H", "H", "H", "H", "H", "H", "H", "H", "H", "H", "H", "H", "H", "H", "H", "H", "H"],
  "xyz": [[-0.48, 4.20, 4.08], [0.19, 4.41, 2.84], [0.49, 4.72, 1.25], [0.96, 3.36, 0.39], [0.14, 2.07, 1.01], [0.20, 0.69, 0.07], [1.70, 0.10, 0.34], [2.87, 0.88, -0.16], [-0.19, 1.10, -1.23], [0.44, 0.80, -2.44], [1.43, 2.06, -2.88], [2.47, 1.75, -4.09], [3.96, 1.19, -3.58], [1.22, -0.84, -2.88], [1.16, -1.28, -4.56], [0.70, -2.23, -2.02], [-1.02, 0.98, -3.75], [-2.14, 1.93, -3.10], [-1.75, -0.53, -4.17], [-0.52, 1.74, -5.22], [-0.96, -0.43, 0.56], [-1.88, 0.02, 1.83], [-3.03, 0.97, 1.54], [-3.48, 1.66, 2.81], [-2.07, -0.65, -0.68], [-3.26, -1.75, -0.24], [-4.46, -1.41, 0.23], [-2.92, -3.72, -0.49], [-0.44, -1.78, 0.74], [0.01, -2.15, 2.07], [1.41, -3.04, 1.85], [1.76, -3.76, 0.60], [-1.16, -3.40, 2.99], [-0.68, -3.57, 4.84], [-1.08, -5.14, 2.20], [-1.18, 4.06, 5.04], [-0.42, 5.28, 0.71], [1.41, 5.47, 1.22], [0.57, 3.54, -0.69], [2.12, 3.31, 0.51], [0.68, 1.79, 2.02], [-0.94, 2.50, 1.15], [1.82, 0.00, 1.53], [1.88, -1.01, -0.06], [3.23, 1.42, 0.69], [3.65, 0.17, -0.32], [0.71, 2.93, -3.26], [2.04, 2.52, -2.01], [2.04, 1.12, -4.99], [2.73, 2.81, -4.58], [3.87, 0.35, -2.76], [4.65, 2.09, -3.28], [4.46, 0.70, -4.54], [0.70, -2.18, -4.69], [-0.08, -2.64, -2.51], [-2.76, -0.42, -4.09], [-0.40, 1.10, -5.98], [-2.44, -0.93, 2.29], [-1.27, 0.45, 2.76], [-2.87, 1.61, 0.75], [-3.91, 0.88, 3.60], [-4.34, 2.47, 2.62], [-2.57, 2.19, 3.38], [-1.59, -1.09, -1.64], [-2.64, 0.32, -0.97], [0.36, -1.27, 2.77], [2.18, -3.15, 2.75], [2.89, -3.66, 0.23], [1.03, -4.37, -0.09], [-1.67, -3.59, 5.48], [-0.06, -2.60, 5.13], [-0.03, -4.54, 5.01], [-0.62, -5.93, 2.95], [-2.21, -5.49, 2.04], [-0.59, -5.17, 1.12]]
}

---

[2]
{
  "formula": "C21H40GeMnN3O6S3",
  "method": "ωB97M-V with the def2-TZVPD basis set",
  "max_force_ev_per_a": 0.599,
  "charge": 0,
  "homo_lumo_gap_ev": [8.33, 8.67],
  "multiplicity": 5,
  "homo_energy_ev": [-8.30, -8.63],
  "species": ["Mn", "O", "S", "C", "C", "C", "C", "H", "H", "H", "H", "H", "H", "H", "H", "C", "O", "H", "H", "H", "C", "Ge", "C", "C", "C", "H", "H", "H", "H", "H", "H", "H", "H", "H", "H", "H", "C", "N", "C", "N", "S", "H", "H", "H", "H", "H", "H", "C", "C", "C", "C", "C", "C", "C", "S", "O", "O", "N", "C", "C", "C", "O", "O", "H", "H", "H", "H", "H", "H", "H", "H", "H", "H", "H", "H"],
  "xyz": [[-0.69, 2.04, 0.30], [1.31, 1.96, 0.47], [2.20, 1.19, -0.52], [3.85, 1.49, 0.19], [4.82, 1.81, -0.96], [4.01, 1.84, -2.27], [2.60, 2.28, -1.90], [4.13, 0.61, 0.77], [3.69, 2.33, 0.87], [5.62, 1.08, -1.02], [5.28, 2.78, -0.78], [3.97, 0.84, -2.70], [4.46, 2.50, -3.01], [1.86, 2.15, -2.68], [2.54, 3.30, -1.50], [-3.75, 1.74, 0.22], [-2.46, 2.25, 0.03], [-4.49, 2.52, 0.08], [-3.88, 1.34, 1.23], [-3.96, 0.93, -0.48], [-0.60, 0.08, 4.82], [-0.74, 0.23, 2.86], [0.84, -0.66, 2.09], [-2.33, -0.74, 2.25], [-0.82, 2.11, 2.30], [-0.42, -0.96, 5.11], [-1.52, 0.42, 5.29], [0.23, 0.68, 5.19], [0.99, -1.65, 2.53], [1.73, -0.06, 2.27], [0.70, -0.79, 1.01], [-2.22, -1.81, 2.45], [-2.45, -0.61, 1.18], [-3.22, -0.37, 2.76], [0.06, 2.65, 2.68], [-1.72, 2.59, 2.67], [-0.83, 4.66, -4.34], [-0.23, 4.86, -3.03], [-0.83, 4.55, -1.87], [-2.12, 4.20, -1.91], [0.03, 4.67, -0.41], [-0.05, 4.79, -5.10], [-1.63, 5.37, -4.55], [-1.22, 3.65, -4.44], [0.70, 5.21, -2.96], [-2.53, 3.94, -2.79], [-2.43, 3.64, -1.12], [-0.09, -3.85, 4.12], [-0.26, -4.08, 2.64], [-1.53, -4.05, 2.05], [-1.68, -4.22, 0.68], [-0.56, -4.44, -0.10], [0.71, -4.50, 0.46], [0.85, -4.31, 1.83], [-0.76, -4.60, -1.85], [0.46, -5.15, -2.39], [-2.02, -5.22, -2.10], [-0.86, -3.06, -2.39], [0.40, -2.29, -2.37], [0.13, -0.87, -2.83], [-0.63, -0.09, -1.76], [-1.55, -0.65, -1.16], [-0.22, 1.11, -1.53], [-1.05, -3.75, 4.62], [0.48, -2.94, 4.30], [0.45, -4.68, 4.58], [-2.40, -3.87, 2.67], [-2.66, -4.20, 0.22], [1.56, -4.70, -0.17], [1.83, -4.35, 2.28], [-1.59, -2.54, -1.90], [1.11, -2.78, -3.03], [0.83, -2.26, -1.36], [-0.49, -0.89, -3.73], [1.06, -0.37, -3.07]]
}

---

[3]
{
  "formula": "C21H40N2O7V",
  "method": "ωB97M-V with the def2-TZVPD basis set",
  "max_force_ev_per_a": 3.054,
  "charge": -1,
  "homo_lumo_gap_ev": 6.76,
  "homo_energy_ev": -3.96,
  "species": ["O", "V", "O", "C", "C", "C", "C", "C", "C", "N", "O", "C", "C", "C", "H", "H", "H", "H", "H", "H", "H", "H", "H", "H", "H", "H", "H", "H", "H", "H", "H", "H", "C", "C", "C", "C", "C", "C", "N", "O", "C", "C", "C", "H", "H", "H", "H", "H", "H", "H", "H", "H", "H", "H", "H", "H", "H", "H", "H", "H", "H", "C", "C", "O", "C", "O", "O", "H", "H", "H", "H"],
  "xyz": [[13.39, 29.22, -15.50], [12.47, 30.09, -16.48], [13.09, 31.56, -16.55], [8.29, 31.27, -17.13], [9.80, 31.61, -16.91], [9.93, 33.16, -16.75], [9.52, 33.66, -15.35], [10.32, 32.89, -14.29], [10.21, 31.34, -14.30], [10.41, 30.92, -15.70], [10.47, 29.54, -15.90], [8.89, 30.85, -13.67], [11.40, 30.93, -13.44], [10.69, 31.40, -18.17], [7.69, 30.82, -16.34], [8.16, 30.70, -18.05], [7.79, 32.21, -17.38], [9.27, 33.68, -17.46], [10.85, 33.64, -17.09], [8.52, 33.29, -15.10], [9.70, 34.73, -15.41], [9.79, 33.27, -13.41], [11.36, 33.22, -14.38], [9.07, 30.75, -12.60], [8.55, 29.86, -13.98], [8.06, 31.54, -13.82], [12.29, 31.32, -13.94], [11.46, 29.85, -13.31], [11.35, 31.52, -12.53], [10.69, 30.31, -18.33], [11.71, 31.76, -18.27], [10.19, 31.73, -19.09], [16.02, 30.78, -18.48], [15.16, 30.47, -19.70], [16.23, 30.31, -20.83], [15.82, 29.37, -21.93], [15.20, 28.09, -21.31], [14.03, 28.31, -20.42], [14.43, 29.22, -19.32], [13.34, 29.40, -18.42], [13.73, 26.94, -19.74], [12.75, 28.69, -21.30], [14.20, 31.67, -20.02], [16.55, 31.72, -18.61], [16.72, 29.99, -18.22], [15.45, 30.95, -17.57], [17.17, 30.05, -20.33], [16.42, 31.24, -21.38], [16.69, 29.14, -22.55], [15.18, 29.75, -22.73], [16.00, 27.64, -20.72], [15.13, 27.34, -22.11], [14.61, 26.62, -19.18], [13.39, 26.18, -20.45], [12.93, 26.97, -19.01], [12.41, 27.81, -21.85], [13.10, 29.43, -22.02], [11.96, 29.03, -20.64], [13.47, 31.39, -20.78], [14.75, 32.59, -20.23], [13.72, 31.96, -19.08], [13.04, 26.33, -16.12], [13.40, 24.96, -16.65], [13.43, 24.19, -15.49], [13.33, 24.91, -14.38], [13.21, 24.47, -13.27], [12.99, 26.18, -14.70], [12.12, 26.66, -16.60], [13.91, 26.94, -16.35], [14.45, 25.01, -16.97], [12.80, 24.56, -17.46]]
}